No. 1
The following is a quantum chemistry calculation of a structure of composition C52H53BrNO2PS4SiTc at a distorted geometry, from the OMol25 dataset.

Output
Strongest force on any atom in eV/Å: 3.67
Total energy in Ha: -7097.11540
Net charge: -1
Frontier orbital gap (spin up / spin down) in eV: 5.76 / 5.75

Geometry as XYZ:
```
116
C52H53BrNO2PS4SiTc wB97M-V/def2-TZVPD
C -1.6135 -5.1069 2.9942
O 1.0300 1.0459 1.3113
S -1.2090 -1.1182 -2.0619
H -4.0663 3.6625 0.8150
H 4.4081 1.9843 4.2104
C -1.6829 -2.7092 3.0258
H 4.3571 4.4210 -1.0518
H -0.1375 0.3587 5.2041
H -3.1054 1.0782 6.3378
H 2.9269 6.7333 2.2421
C -1.1666 -1.3933 1.0222
C 0.7437 0.4399 -3.2025
C -3.6435 0.8102 4.2926
C 4.6163 1.1799 3.5208
H -7.1523 -0.0524 5.5974
H -7.9430 0.1919 -1.9522
C 2.8489 -3.1048 -0.8268
H 1.3072 -0.3194 4.4280
Tc -0.0881 -0.1040 -0.0670
C 2.6239 3.3962 1.6852
C -5.1393 -0.4852 -0.2080
C -3.2356 1.6514 -2.9281
C -3.9009 0.8456 5.6448
H 3.4116 2.3989 -0.0262
C 3.6716 0.8326 2.5610
C -0.2500 2.6579 3.7622
C -4.6548 0.4954 3.3773
C -5.3377 0.3489 0.8974
C -6.0706 -0.5449 -1.2228
H -5.3755 0.5812 7.1801
S -0.8392 -0.6870 -5.0169
C -1.2526 -5.0784 1.6577
H -0.3539 2.8249 -2.8106
C -0.3233 -0.3740 -3.3592
H -6.7035 -0.1229 3.1830
C 4.0289 -0.1448 1.6405
H -1.8786 -1.7781 3.5358
H 3.9764 -4.3601 0.5176
H 5.4718 -1.5975 1.0032
C 1.6294 -2.0641 1.3301
H -0.7998 -3.8439 -0.0360
C 5.2318 -0.8211 1.7200
C -3.2406 2.3766 -1.5915
C 6.1350 -0.4918 2.7148
H 0.0316 3.6931 3.5915
H -4.2411 -1.0838 -0.2595
H 1.5767 -1.7840 -1.9207
H -4.2378 1.6759 -3.3516
H 6.5657 0.8248 4.3470
C 3.3079 3.3498 0.4735
C 3.7125 5.7057 0.5376
C 1.8810 -2.1357 -0.9454
H -2.5531 2.1160 -3.6360
C -3.1231 3.6663 1.3561
H -3.1608 4.4548 2.1070
H -6.6279 1.8328 1.7620
C -5.1704 0.5558 6.1198
C 5.8370 0.5321 3.5995
Si 1.9911 1.7212 2.3465
C 3.2228 -3.5986 0.4163
N 1.2595 -1.6004 0.1192
C -4.3293 0.3726 1.9631
H 1.1686 -1.5844 2.1796
C -5.9236 0.1816 3.8682
H -3.8988 1.8399 -0.9055
H -0.7835 2.3024 2.8816
Br 3.6415 -3.7771 -2.4083
C -0.6929 3.5214 -2.0417
H -1.1136 -6.0111 1.1290
C -7.4026 1.0938 -0.0884
H -2.0934 -3.9361 4.7224
C 2.4949 4.6331 2.3032
C 0.4754 0.3716 4.2982
H 7.0800 -1.0135 2.7831
C 3.8435 4.4849 -0.1024
H 1.9626 4.7141 3.2414
C 0.3662 0.3249 -5.8153
H 4.1458 6.5948 0.1018
H -1.7375 -6.0522 3.5012
H 2.5004 1.5557 5.5138
H 0.2053 5.0874 -0.8283
H 2.2717 3.2240 4.9905
C -6.4769 1.1508 0.9369
H 3.3465 -0.3589 0.8353
H 1.0518 4.7415 -2.3351
H 1.0899 2.4704 6.0500
H -1.0368 4.0622 0.9877
C -1.2907 -2.6638 1.6798
O 0.4402 0.4812 -7.0030
H -3.0210 2.7129 1.8639
H -2.1383 4.8034 -0.1854
H -0.1285 0.0217 3.4625
H -8.2778 1.7256 -0.0536
H -1.4149 4.2060 -2.5001
H -2.9464 0.6117 -2.8048
C -7.2103 0.2400 -1.1617
C -1.9286 -0.2765 1.2175
C -1.0708 -3.8725 1.0084
C 3.0329 5.7786 1.7406
H -3.6319 3.3915 -1.7232
C -1.8177 -3.9172 3.6775
C 0.9810 1.7839 3.9978
C -6.1720 0.2152 5.2263
H -5.9054 -1.1997 -2.0671
C -3.0612 0.1264 1.6239
C -1.9532 3.9037 0.4128
H 2.8289 -3.3654 2.5125
S 1.4469 0.8751 -1.6826
C 2.5784 -3.0438 1.5140
H 1.1819 3.6269 -0.9749
S 1.4660 1.0934 -4.6727
P -1.5778 2.5001 -0.7615
C 1.7599 2.2910 5.2074
C 0.5062 4.2919 -1.5068
H -0.9218 2.6272 4.6235
H -2.6467 1.0029 3.9254
```

=====

No. 2
The following is a quantum chemistry calculation of a structure of composition C52H53LaN6O2PSi at a distorted geometry, from the OMol25 dataset.

Output
Strongest force on any atom in eV/Å: 1.66
Total energy in Ha: -3154.95524
Net charge: -1
Frontier orbital gap in eV: 6.46

Geometry as XYZ:
```
116
C52H53LaN6O2PSi wB97M-V/def2-TZVPD
La 0.0864 -0.4346 -0.8146
C -1.3258 -3.2028 1.7495
H 4.9693 1.9571 1.8269
C 4.3115 -0.9556 -3.1632
C -0.3931 3.5650 -0.9944
H -1.9061 -0.4778 4.9546
H -3.3835 -1.0079 -1.9875
H -4.9780 -0.9228 3.1771
C -1.5255 -3.9298 3.0826
C -1.3421 3.7277 -3.2278
C 2.9599 2.2582 1.1427
C -3.0898 0.8747 2.6645
C -3.7904 -0.4987 0.7580
C -1.1250 0.9843 -3.5684
H 1.6945 3.7538 2.7650
C -0.2463 -0.8157 3.5590
C 0.1837 0.6523 3.5669
H 5.8980 3.7756 0.4296
C 4.8370 3.5607 0.4045
C 4.9592 0.2495 -2.9613
O 3.6501 -5.3172 -5.7534
H -2.1505 3.7685 -5.2276
C 2.6261 -5.6248 -5.1233
C -0.0120 -3.6953 1.1230
N 0.9102 -2.3132 -2.8878
C -1.6330 1.7881 -4.6110
H -0.6553 1.3423 3.6482
H -2.4199 -3.5862 3.6032
O 2.0078 -6.6929 -4.9933
C 3.9932 4.2942 -0.4166
H -2.4339 1.5002 2.0556
C 5.1510 -0.5637 2.0836
H 4.3895 5.0933 -1.0322
H -1.0511 -0.0811 -3.7811
C 0.7435 -4.5180 -3.7852
C -0.4718 4.9351 -0.8770
C -1.7548 3.1342 -4.4423
H 0.1421 -3.2764 0.1201
H -4.1012 1.3020 2.6317
H 0.8466 4.9180 4.7528
N -1.7390 -2.1601 -2.4166
C 2.0979 3.0008 0.3323
C -0.9962 5.7263 -1.9109
C -2.0649 4.5462 3.0751
C -1.0020 -1.0828 4.8679
H -0.0344 -4.7864 1.0118
H -1.0524 6.8006 -1.7851
H 1.6267 -1.5172 2.6797
H -1.8346 5.7208 -3.8711
C 4.3179 2.5399 1.1867
H 2.2064 2.0847 -2.3294
H 3.7005 -3.1752 -4.5772
H -0.6709 -3.7813 3.7436
H 6.0375 0.3111 -3.0286
C 2.9235 -1.0044 -3.0556
C -2.4417 -3.6312 0.7921
N 5.7638 -0.1903 2.9956
H 0.8587 -2.7039 3.7413
H -2.3450 -3.1164 -0.1646
H 1.9944 4.5963 -1.1077
C 2.6336 4.0172 -0.4557
H -4.1844 -5.0104 -3.2524
H -3.1216 4.7687 3.1569
H -2.7509 0.9206 3.6992
C 0.1858 -3.4063 -3.1659
C 1.0489 -1.6391 3.5977
N 2.2792 -0.9228 0.1382
C -3.1108 -0.5605 2.1319
C -0.8258 2.9003 -2.1814
C -2.1378 -4.3721 -3.1992
C -0.7273 1.4736 -2.3351
C -3.9783 -2.9795 -2.5883
H -2.3764 -4.7091 0.5945
N 4.5424 -1.0032 1.0197
H -5.0353 -2.7980 -2.4539
H -1.6241 -5.0116 2.9165
C 2.8357 1.2323 -2.5568
C -1.1913 4.9173 4.0881
H -3.8398 -1.4784 0.2803
C 0.6374 3.9720 2.8431
C -0.2296 3.5957 1.8229
H 0.2151 -5.4467 -3.9450
C -3.0561 -1.9908 -2.3079
H -3.4380 -3.4307 1.1866
H 0.8496 0.8411 4.4197
H -4.1537 -2.4044 2.6974
H -0.1228 5.4162 0.0272
C -3.4977 -4.2053 -3.0254
C 2.1705 -2.2515 -3.3294
H 1.6736 -1.3050 4.4353
C -1.4257 5.1271 -3.0601
H -1.5626 5.4192 4.9727
C 2.7404 -3.2700 -4.0897
P 0.3035 2.5768 0.3859
C 2.0349 -4.4423 -4.2781
H -1.2858 -2.1302 4.9717
H -1.7532 -5.3025 -3.5859
H 4.6700 2.3389 -2.5056
H 0.8571 -3.4350 1.7265
H -3.2522 0.1877 0.0931
C -3.9903 -1.3938 3.0721
H -0.3573 -0.8239 5.7186
H -1.9267 1.3267 -5.5473
C 0.1596 4.6326 3.9660
H -3.5531 -1.4680 4.0692
H -2.2721 3.6009 1.1642
C 4.2073 1.3766 -2.6702
H 0.7323 0.8917 2.6569
H 2.5670 1.4506 1.7495
C -1.5889 3.8879 1.9545
Si -1.2433 -1.2146 1.8778
N 2.2059 0.0750 -2.7260
H -4.8183 -0.1273 0.8649
C -1.2702 -3.3229 -2.8879
C 3.3601 -0.9385 0.6029
H 4.8749 -1.8498 -3.3854
```

=====

No. 3
The following is a quantum chemistry calculation of a structure of composition C52H54BrClN8O5Zr, from the OMol25 dataset.

Output
Strongest force on any atom in eV/Å: 0.51
Total energy in Ha: -5909.34760
Net charge: 0
Frontier orbital gap in eV: 5.80

Geometry as XYZ:
```
122
C52H54BrClN8O5Zr wB97M-V/def2-TZVPD
H -1.2548 3.9366 5.0079
H -3.5408 2.4170 -5.4244
C 1.9531 1.3195 4.8662
C -1.3052 1.8100 6.8343
C -1.3419 2.9782 -3.1520
C -2.8131 -3.3488 -1.0721
H -0.2003 0.0667 6.2297
H 6.4897 2.7593 -1.6422
H -0.3130 4.1157 -4.6337
C 4.3777 -3.6144 0.9086
C 0.2052 1.8299 2.7923
H -2.1653 3.0558 0.9163
C -4.9669 -2.2898 -1.9754
H 3.2594 3.8512 -3.3485
C 4.0462 2.5500 -4.8749
C -0.4791 -3.5951 -0.2377
O -2.8741 -1.8518 1.8186
H -2.6481 4.3283 3.0131
H 2.5261 -5.6886 1.5960
H -4.6773 1.9754 7.1246
H -2.4787 -5.4544 -1.1260
Cl -1.9777 -0.7635 1.9559
H 4.7097 -5.0760 -0.6630
N -0.8199 1.1347 -1.8587
H -6.1384 -2.4839 -3.8012
H -2.2177 -1.3239 5.9506
H 0.9160 -6.1146 -0.9818
C -3.5551 0.2529 6.5101
H 5.8490 0.6148 -0.5219
C 6.6269 1.7914 -2.1259
H -5.4474 -1.3550 -1.6769
H 3.0871 2.1653 -5.2254
H 0.0062 5.2396 -2.3754
H -5.5110 -3.0829 -1.4583
C -1.5612 2.9072 1.8052
C 0.8732 2.1293 5.1066
C 3.9496 3.0075 -3.4186
C 2.0819 1.6210 -2.2886
H -0.7030 -4.6262 0.0010
H 1.5469 -7.4044 0.0481
H -4.1929 1.0074 -4.5991
H -5.2498 2.3750 -4.9725
C -0.8571 5.4359 -3.0135
N 1.2701 -1.9033 -0.3058
N 0.8160 2.7300 6.4140
C -2.5168 2.3602 -2.8462
H -4.6270 2.4260 -2.5537
C 4.1813 1.0105 -1.7603
C 0.8038 -3.1560 0.0019
H -4.5191 -4.3589 0.8885
C -1.4968 -2.8367 -0.7811
H 1.3173 3.2216 -3.4265
C -5.0932 -2.4747 -3.4891
H -2.8586 -4.7420 1.2958
H 2.7825 4.0495 1.1655
C 2.9863 -3.2219 0.5239
H -4.0661 0.2557 -2.2014
C -2.1733 1.1755 -2.1073
C 1.2989 0.9323 2.5768
H 4.8987 -2.7504 1.3281
C 5.6530 0.7508 -1.5897
C -2.5601 2.3353 7.1161
H 3.0090 0.0409 3.4699
C -3.6957 1.5668 6.9297
C 1.7044 -6.3743 -0.2741
O 1.4674 0.4297 1.3757
H 2.6542 1.1523 5.6750
C 1.0521 2.3854 -2.7944
C -0.2944 2.1884 -2.5649
C -4.2445 2.0958 -4.6549
C -3.5429 -2.2954 -1.5180
C 5.1813 -4.1762 -0.2667
O -2.0924 -0.1377 3.2221
C -2.3071 -0.2972 6.2757
H -3.9563 -6.0339 0.7800
C -3.8934 2.7270 -3.3052
C 1.8619 -3.9853 0.5237
H -3.9680 3.8143 -3.3794
N -0.5691 2.0628 1.7068
H -2.0244 4.4403 -4.5340
H 2.6519 -6.3283 -0.8122
O -0.5752 -1.2095 1.7294
C -0.0152 2.4455 4.0392
H 4.7770 1.7464 -4.9813
H -4.1134 -4.9714 -1.4973
H -0.6600 6.3396 -3.5919
C -3.0334 0.1118 -1.9118
C 3.1949 0.1588 -1.1320
C -2.6594 -1.1547 -1.5106
H 5.2383 -3.4506 -1.0799
C 2.6110 -1.9433 -0.0273
C -1.1753 0.4870 6.4315
C 2.1604 0.6938 3.6244
C 3.5087 -0.9599 -0.3844
H 6.1978 -4.4303 0.0369
H 5.8829 -0.2153 -2.0517
C -1.8356 3.6154 2.9895
C 3.4826 1.9128 -2.5051
C 1.7101 -5.4190 0.9221
H 4.9113 3.3895 -3.0874
H -4.6334 -3.4132 -3.8022
H -4.5846 -1.6691 -4.0220
N 2.1199 3.5946 0.5758
C -1.0656 3.3889 4.0956
H -2.6349 3.3519 7.4811
H 4.5524 -1.1421 -0.1682
H 4.3451 3.3709 -5.5282
H 6.5269 1.9301 -3.2020
N -0.1790 2.6543 7.1438
C -1.1384 4.2408 -3.9279
H 4.3321 -4.3556 1.7095
O -2.1586 0.2118 0.8694
C 1.3042 2.9452 0.0559
N -1.4086 -1.5036 -1.0715
C -3.2683 -4.7547 -0.8401
Br -5.1002 -0.8127 6.2640
N 1.9236 0.5463 -1.4536
H -1.7094 5.6282 -2.3598
C -3.6743 -4.9928 0.6165
H 0.7883 -5.5426 1.4963
Zr 0.1001 0.0269 -0.1346
H 7.6503 1.4685 -1.9321
```

=====

No. 4
The following is a quantum chemistry calculation of a structure of composition C52H54NO2P4S5SbTl at a distorted geometry, from the OMol25 dataset.

Output
Strongest force on any atom in eV/Å: 1.46
Total energy in Ha: -5988.45561
Net charge: -1
Frontier orbital gap in eV: 4.59

Geometry as XYZ:
```
120
C52H54NO2P4S5SbTl wB97M-V/def2-TZVPD
C -2.3838 2.9507 -3.7874
C -3.2785 0.3505 -4.2180
C 2.1208 -5.9794 -4.0303
H 1.8959 -4.5299 -7.0859
H -4.2765 5.9121 0.3509
C 1.8305 -4.6384 -6.0107
C 0.0885 -4.1238 1.4787
P 2.5392 -0.4980 3.3231
C -3.7939 3.1057 3.0772
H -0.4091 4.2342 3.2731
H 3.6420 -1.7585 5.1082
C 3.6316 1.0198 -4.1711
H -6.0640 -2.9191 0.5142
C -0.2277 -2.8015 1.7082
C 4.1350 -0.1971 -3.7336
H -4.5611 1.2029 -5.7051
Sb 5.3644 -1.9943 0.3838
H -5.6068 -3.6467 -1.7999
C 1.3451 -3.7152 -3.8482
C -2.7871 3.3971 2.2200
C -1.4077 -4.7856 3.2247
C -4.9620 -2.9181 -1.3246
C -1.8810 5.6952 1.6367
S 4.1781 -4.0948 -0.4999
C 3.8861 0.7522 3.2492
H 0.3037 2.6468 3.5517
H 2.5066 -6.6729 -6.0207
C 1.5477 -0.0392 4.8059
C -3.8010 1.3967 -4.9588
H 0.3238 0.3983 -3.8758
H -3.6269 -0.6630 -4.3793
C 1.4156 -3.5722 -5.2313
H -3.6804 -2.7330 -3.0299
H -2.1012 6.6013 1.0635
S 2.7710 0.3781 -0.2857
H 1.6585 3.3606 -0.4150
H -4.9896 4.3976 0.9233
C -2.3033 0.6053 -3.2576
H -0.9263 2.5924 1.4052
H -1.9924 5.9281 2.6962
H -1.1020 2.0744 -2.2856
H 0.8135 -4.3837 0.7162
C -1.5673 -1.0568 2.9304
H 3.6438 -2.1518 -2.9740
C -3.3075 -1.0622 -0.0909
H -1.4368 3.7236 -0.2167
C -3.8778 -2.4032 -2.0158
C 6.0322 2.4883 2.8966
C -1.5049 2.5814 2.3306
C 1.7025 -4.9142 -3.2452
H 1.6707 -4.9866 -2.1654
H -1.4175 -2.9026 -3.1180
C -3.0423 -1.4796 -1.3933
C -2.4680 4.0743 -0.1759
C 3.2681 -1.1983 -3.3274
P -1.6251 -0.6799 -2.1770
H 3.4189 3.3315 -0.3079
C -3.3553 2.6955 -4.7451
C -3.8237 1.9165 3.8747
H 5.0245 -0.0410 4.8918
H 1.1688 -0.9655 5.2396
C -1.1496 -2.4179 2.7057
H -1.8618 -5.5607 3.8311
S 6.6942 -2.6180 2.1132
C 2.4991 3.3086 0.2788
C -2.8426 4.5589 1.2339
H 2.7897 -2.8086 3.9517
H -2.6420 -0.3449 0.3729
H 2.1751 0.4848 5.5281
H -0.2894 -6.1697 2.0094
S 3.2219 -3.1238 1.0573
C 3.4301 -1.9313 4.0509
H 4.3619 -2.1232 3.5170
P 0.8547 -2.3396 -2.7830
H 4.3115 1.8084 -4.4684
H -0.9517 -1.6869 -4.3338
C -5.2176 -2.5087 -0.0215
C -4.3922 -1.5808 0.5972
C 6.0448 1.5715 3.9352
C -0.8813 -1.9665 -3.2821
C -1.7166 -3.4632 3.4673
O 0.9052 -2.7126 -1.3491
C -0.6376 3.1853 3.4658
C -4.2489 5.1661 1.1489
Tl 1.0831 -1.2616 0.8434
C 4.9831 0.6972 4.1022
H 2.4135 -6.9104 -3.5629
C -2.9098 0.9372 3.5629
C 2.1798 -5.8414 -5.4090
C -1.8236 1.1489 2.6798
C 1.8936 -0.9731 -3.3568
H -4.5233 5.6563 2.0844
H 4.9276 3.2970 1.2522
H 2.4548 4.1636 0.9571
H -3.1193 3.2559 -0.4909
H 1.8710 2.1825 -4.5667
H -2.3863 -3.2001 4.2778
C 3.8525 1.7123 2.2246
H -2.5758 4.8910 -0.8966
S -2.9368 -0.7405 4.0175
C 4.9338 2.5703 2.0545
H -4.5882 -1.2671 1.6147
C 1.3902 0.2319 -3.8294
P 2.3125 1.7225 1.2191
H -1.1824 3.1144 4.4092
C -0.5205 -5.1326 2.2168
H -4.6355 1.7365 4.5666
H -3.7740 3.5094 -5.3228
N -1.1209 0.0472 2.3526
H 5.2044 -0.3625 -3.7021
C -1.8624 1.9071 -3.0399
H -4.6692 3.7414 3.1470
O -0.6916 -0.1084 -1.1826
H -2.0381 3.9630 -3.6233
H 6.8934 1.5217 4.6055
H 0.6989 0.5837 4.5333
H 1.1616 -2.6213 -5.6871
H -0.8400 5.4276 1.4474
H 6.8852 3.1363 2.7347
C 2.2629 1.2321 -4.2260
```